# 1
An isolated molecule of C3H3ClN2O. Source: the OMol25 dataset; level of theory: ωB97M-V/def2-TZVPD.

Geometry as XYZ:
```
10
Properties=species:S:1:pos:R:3:forces:R:3:lowdin_charge:R:1
N 0.1366 1.8120 -0.0275 0.2 1.7 0.0 0.14
C -0.1553 0.5168 -0.0564 -4.7 -2.2 -1.1 -0.45
N -1.4702 0.1619 -0.2313 2.1 -0.7 1.4 0.12
O -1.4536 -1.2598 -0.0504 -2.5 0.6 -0.8 -0.07
C -0.2656 -1.7640 -0.0128 1.8 0.4 0.9 -0.13
C 0.5938 -0.6771 -0.0444 0.9 -0.3 0.3 -0.66
Cl 2.2862 -0.5342 -0.1108 0.9 -0.5 0.2 0.69
H -0.5631 2.5542 0.1205 0.4 -1.3 -0.2 0.13
H 1.0654 2.0689 0.1836 0.9 0.3 0.1 0.07
H -0.1741 -2.8786 0.2295 0.1 2.0 -0.7 0.17
```
Forces are in eV/Å.

Results
multiplicity	1
structure (SMILES)	Nc1nocc1Cl
molar mass	118.5	g mol⁻¹
LUMO	0.78	eV
strongest force on any atom	5.349	eV/Å
ΔE to the lowest compared entry with this formula, charge and spin	44.24	kcal per mole
frontier orbital gap	0.36274	Eh
HOMO level	-9.09	eV



# 2
C38H52CuN3OP2 as an isolated structure. Source: the OMol25 dataset; level of theory: ωB97M-V/def2-TZVPD.

Geometry as XYZ:
```
97
Properties=species:S:1:pos:R:3:forces:R:3:mulliken_spin:R:1
C 1.2794 -0.2676 -2.9891 0.1 0.0 -0.4 0.00
C -0.8073 0.7384 -2.6169 1.2 0.2 -0.5 -0.01
C 1.1790 -0.0916 -4.3655 0.5 -0.3 0.4 0.00
C -0.8457 1.1169 -3.9854 -0.1 -0.2 -0.3 0.00
C 0.1320 0.6862 -4.8605 -0.2 0.3 0.4 0.00
H 1.9424 -0.5403 -4.9981 -0.3 0.2 0.0 0.00
H -1.7162 1.6807 -4.3230 0.3 -0.2 -0.1 0.00
H 0.0839 0.9393 -5.9130 0.0 0.0 0.1 0.00
N 0.3948 0.2696 -2.1303 -1.4 0.2 -0.2 0.01
P 2.7412 -0.5494 -0.6825 0.4 -1.1 -0.4 0.01
P -2.6396 0.6569 -0.2854 -0.4 1.6 0.3 0.24
C 2.3619 -1.1577 -2.3791 -0.1 0.1 -0.3 0.00
H 1.9717 -2.1879 -2.3079 0.0 0.5 0.0 0.00
H 3.2435 -1.2165 -3.0309 -0.3 0.0 0.2 0.00
C -2.0474 0.7695 -1.9178 -0.2 1.0 0.2 0.08
H -2.8234 1.2542 -2.5391 0.4 -0.4 0.2 -0.01
C -4.3253 -0.1599 -0.5748 0.0 0.2 0.3 0.14
C -2.7677 2.2580 0.8400 -0.2 -0.3 -0.2 0.23
C 3.1576 -2.0753 0.3149 0.6 0.3 -0.4 0.00
C 4.1499 0.6483 -1.0120 0.1 -0.4 0.2 0.00
C -4.4142 -1.2607 0.4974 -0.3 -0.1 0.0 0.05
H -4.3605 -0.8548 1.5151 0.0 -0.1 -0.2 0.00
H -5.3719 -1.7892 0.3880 0.2 0.1 0.1 0.00
H -3.6088 -1.9952 0.3852 -0.2 0.1 0.0 -0.01
C -5.5010 0.8260 -0.4820 -0.2 0.0 0.1 0.03
H -5.6142 1.3029 0.4971 0.0 -0.1 -0.3 0.01
H -5.4230 1.6006 -1.2547 0.0 -0.2 0.2 -0.01
H -6.4264 0.2645 -0.6828 0.2 0.1 0.1 0.00
C -4.4093 -0.7761 -1.9776 0.0 -0.3 0.0 -0.01
H -5.3396 -1.3555 -2.0524 0.1 0.1 0.1 0.00
H -4.4235 -0.0140 -2.7624 -0.1 -0.2 0.1 0.00
H -3.5830 -1.4553 -2.1814 -0.4 0.2 0.0 0.01
C -3.5075 1.8816 2.1351 0.0 -0.1 0.0 0.05
H -2.9566 1.0991 2.6779 -0.1 0.2 -0.1 -0.01
H -3.5601 2.7749 2.7784 0.0 -0.2 -0.2 0.00
H -4.5340 1.5319 1.9708 0.4 0.1 0.1 0.00
C -1.3710 2.7479 1.2356 0.1 -0.1 -0.1 0.01
H -0.8414 1.9994 1.8328 -0.1 0.1 -0.1 -0.01
H -0.7676 3.0138 0.3574 -0.1 -0.1 0.2 0.00
H -1.4792 3.6555 1.8549 0.0 -0.3 -0.2 0.00
C -3.4632 3.3848 0.0677 -0.2 0.0 -0.1 0.04
H -4.4940 3.1445 -0.2146 0.3 0.1 0.1 0.00
H -3.4936 4.2795 0.7099 0.0 -0.2 -0.2 0.01
H -2.9015 3.6383 -0.8431 -0.1 0.0 0.2 0.00
C 4.9287 0.9010 0.2914 0.2 0.2 -0.1 0.00
H 5.6957 1.6615 0.0805 -0.2 -0.1 0.1 0.00
H 4.2922 1.2916 1.0958 0.1 -0.1 -0.2 0.00
H 5.4529 0.0054 0.6497 -0.2 0.3 -0.1 0.00
C 3.5251 1.9694 -1.5000 0.0 0.0 0.0 0.00
H 3.0072 1.8457 -2.4600 0.1 0.0 0.2 0.00
H 2.8175 2.3914 -0.7743 0.2 -0.1 -0.2 0.00
H 4.3357 2.6986 -1.6495 -0.2 -0.1 0.0 0.00
C 5.1013 0.1347 -2.0997 0.4 0.2 0.0 0.00
H 5.9726 0.8051 -2.1327 -0.1 -0.2 0.0 0.00
H 5.4676 -0.8801 -1.9046 -0.1 0.3 -0.1 0.00
H 4.6396 0.1639 -3.0936 0.1 0.0 0.2 0.00
C 2.0336 -3.1170 0.1320 0.1 0.1 -0.1 0.00
H 2.0361 -3.5560 -0.8757 0.0 0.1 0.3 0.00
H 2.2012 -3.9351 0.8507 -0.1 0.2 -0.2 0.00
H 1.0404 -2.6826 0.3284 0.3 -0.1 0.0 0.00
C 3.2328 -1.7072 1.8115 0.1 -0.1 0.0 0.00
H 2.2540 -1.3984 2.2089 0.2 -0.1 -0.2 0.00
H 3.5530 -2.6083 2.3584 -0.1 0.3 -0.1 0.00
H 3.9654 -0.9142 2.0173 -0.2 -0.2 -0.1 0.00
C 4.4933 -2.6393 -0.1818 0.1 -0.6 0.4 0.00
H 4.4544 -2.8984 -1.2513 0.0 0.1 0.3 0.00
H 5.3359 -1.9562 -0.0015 -0.3 -0.2 -0.1 0.00
H 4.6933 -3.5654 0.3800 0.1 0.1 -0.2 0.00
Cu 0.7597 0.2679 -0.0961 -0.1 -0.2 -0.3 0.05
C 1.5149 1.3231 1.1831 -0.2 3.0 2.7 0.00
O 1.9787 1.9845 2.0088 -0.4 -1.7 -2.0 0.00
N -0.9355 -0.9488 0.0588 -2.1 -1.3 -3.4 0.04
C -1.4768 -1.3901 -0.9486 2.9 -0.7 3.2 -0.02
C -1.6546 -2.6754 -1.6278 0.0 -0.2 -0.5 0.00
C -1.5971 -3.7689 -0.7562 -0.1 -0.5 0.2 0.04
C -1.8620 -2.9021 -3.0059 -0.1 0.3 0.4 0.04
C -1.8145 -5.0672 -1.2228 0.0 0.2 -0.1 -0.01
H -1.3931 -3.5889 0.3004 -0.1 -0.1 -0.3 0.01
C -2.1160 -4.1982 -3.4561 0.2 0.2 0.1 -0.01
H -1.8412 -2.0541 -3.6951 -0.1 -0.3 0.2 0.00
C -2.1044 -5.2818 -2.5726 0.1 0.1 0.2 0.03
H -1.7600 -5.9017 -0.5234 -0.1 0.2 -0.2 0.00
H -2.3216 -4.3724 -4.5098 0.1 0.1 0.2 0.00
H -2.3012 -6.2939 -2.9373 0.1 0.4 0.1 0.00
N -0.0972 -0.2706 3.2675 0.6 2.0 1.5 0.00
C 0.1962 0.6074 3.9884 -0.8 -2.3 -1.5 0.00
C 0.5825 1.6729 4.8560 0.2 0.5 0.6 0.00
C 1.9254 1.7995 5.2379 0.1 0.2 0.0 0.00
C 2.3267 2.8942 6.0080 -0.2 -0.1 -0.1 0.00
C 1.3824 3.8455 6.4130 0.0 -0.2 -0.1 0.00
C 0.0327 3.6857 6.0795 0.1 -0.2 -0.1 0.00
C -0.3735 2.5908 5.3128 0.1 0.2 0.0 0.00
H 2.6486 1.0446 4.9185 -0.2 0.3 0.1 0.00
H 3.3796 3.0028 6.2794 -0.4 0.0 -0.1 0.00
H 1.7035 4.7112 6.9960 -0.1 -0.3 -0.2 0.00
H -0.7062 4.4173 6.4119 0.2 -0.3 -0.1 0.00
H -1.4250 2.4406 5.0558 0.4 0.1 0.1 0.00
```
Forces are in eV/Å.

Results
multiplicity	2
molar mass	692.3	g mol⁻¹
LUMO (alpha / beta)	-2.77 / -3.43	eV
strongest force on any atom	4.384	eV/Å
ΔE to the lowest compared entry with this formula, charge and spin	22.22	kcal per mole
charge	+1
frontier orbital gap (alpha / beta)	0.25125 / 0.22692	Eh
HOMO level (alpha / beta)	-9.61 / -9.61	eV



# 3
A 8-piece molecular cluster, C19H36N10O11 overall. Source: the OMol25 dataset; level of theory: ωB97M-V/def2-TZVPD.

Geometry as XYZ:
```
76
Properties=species:S:1:pos:R:3:forces:R:3:lowdin_charge:R:1
O -4.1826 8.0187 -24.1760 -0.1 0.0 0.1 -0.35
C -3.4652 6.9759 -24.7402 -0.4 -0.2 0.3 -0.42
C -2.6776 5.9329 -23.8211 -0.5 0.4 1.3 -0.43
O -3.2530 5.5553 -22.6245 -0.5 -0.6 -0.9 -0.34
H -2.7162 7.3678 -25.4526 0.3 -0.1 -0.3 0.07
H -4.1477 6.3751 -25.3704 -0.1 -0.3 -0.2 0.06
H -1.6581 6.3336 -23.6439 0.3 0.3 0.0 0.07
H -2.4712 4.9912 -24.3762 0.1 0.2 -1.0 0.04
C -3.7740 0.7099 -23.5898 -0.1 -1.3 -0.8 -0.02
C -3.6500 -0.2077 -24.6587 -0.4 0.6 1.1 -0.05
C -2.8679 0.0848 -25.7375 0.4 1.0 -0.2 -0.34
C -2.1439 1.3026 -25.7319 0.7 -0.9 -0.1 -0.02
C -2.2276 2.1731 -24.6776 -0.5 -0.2 0.4 -0.03
C -3.1179 1.9189 -23.6286 -0.1 0.9 0.2 -0.36
O -3.3045 2.8076 -22.6493 -0.3 -0.9 1.1 0.02
O -2.7452 -0.7479 -26.8215 0.5 -0.1 -0.6 0.02
H -4.3841 0.3622 -22.7680 -0.1 0.6 0.2 0.10
H -4.2475 -1.1086 -24.5774 0.1 -0.2 -0.3 0.10
H -1.3559 1.4869 -26.4520 -0.3 -0.1 -0.5 0.11
H -1.6281 3.0664 -24.5575 0.1 0.0 -0.4 0.11
H -3.2993 3.7957 -22.7690 0.4 1.0 -0.2 0.04
H -3.4080 -1.4412 -26.8095 -0.1 0.1 0.3 0.09
C -2.4587 13.5695 -22.4043 -1.3 -1.1 0.9 -0.05
C -3.1009 12.3602 -22.0604 0.5 1.0 -0.3 -0.01
C -3.6972 11.6118 -23.0714 -1.4 0.1 -0.8 -0.32
C -3.8220 12.1583 -24.3732 0.4 0.9 0.8 0.02
C -3.2083 13.3740 -24.6766 -0.1 -1.0 -0.3 -0.01
C -2.5213 14.0299 -23.6830 1.7 0.6 -0.2 -0.36
O -1.6914 15.0878 -24.0225 -0.4 0.7 -0.9 0.01
O -4.3767 10.4732 -22.8004 0.3 0.3 0.9 0.02
H -2.0171 14.1914 -21.6347 0.2 -0.1 0.1 0.10
H -3.1434 12.1398 -21.0031 -0.1 -0.7 -0.1 0.11
H -4.5057 11.7085 -25.0763 0.3 -0.3 -0.1 0.09
H -3.1402 13.7110 -25.7020 -0.3 0.2 0.0 0.12
H -1.1010 15.3161 -23.3043 -0.1 -0.2 0.2 0.08
H -4.4920 9.9006 -23.5806 0.4 -0.5 -0.1 0.05
C -6.9237 4.0375 -24.3199 1.5 -0.9 -1.3 -0.69
O -6.6797 3.5538 -25.4389 -0.1 0.4 0.6 -0.02
N -5.9733 4.4325 -23.4409 -0.4 0.0 -0.2 0.19
N -8.1852 4.1196 -23.8551 -0.6 -0.2 0.5 0.15
H -6.2985 4.7177 -22.5360 0.5 0.2 0.1 0.09
H -5.0418 4.7253 -23.7107 0.1 0.0 0.3 0.07
H -8.8742 3.6104 -24.3747 -0.2 0.4 0.0 0.10
H -8.3916 4.7790 -23.1269 -0.5 -0.1 -0.2 0.08
C -6.0458 10.4189 -26.6028 -0.1 0.4 -0.4 -0.72
O -6.3848 11.3405 -27.3440 0.1 -0.1 0.3 -0.02
N -6.6182 10.0909 -25.4166 -0.5 0.6 0.4 0.16
N -5.0478 9.5394 -26.8259 1.4 -1.3 0.2 0.16
H -7.3031 10.6774 -24.9787 -0.1 -0.1 -0.2 0.11
H -6.4257 9.1620 -25.0745 -0.2 0.1 0.4 0.04
H -4.3149 9.6115 -27.5077 -0.5 0.6 -0.4 0.10
H -4.7443 9.0148 -25.9967 0.1 -0.1 -0.1 0.06
C -7.9106 7.3226 -23.9182 0.7 -0.9 0.2 -0.71
O -9.1377 7.2796 -23.7719 0.8 0.3 -0.1 -0.02
N -6.9558 7.3648 -22.9750 0.0 0.2 3.0 0.16
N -7.2051 7.2298 -25.0722 -1.5 0.2 -1.9 0.14
H -7.1390 7.1584 -22.0063 -0.4 0.3 -0.1 0.10
H -5.9655 7.5194 -23.1624 0.3 0.0 -0.6 0.07
H -7.7353 7.3489 -25.9193 0.4 -0.4 -0.2 0.12
H -6.2705 6.8553 -25.0473 0.1 0.2 -0.3 0.08
C -2.9969 4.2465 -27.9016 -1.4 -0.6 1.5 -0.69
O -3.2412 3.7972 -29.0163 0.6 0.6 0.0 -0.01
N -1.8880 4.9052 -27.4748 1.6 0.6 -0.9 0.15
N -3.8658 4.1191 -26.8528 -0.2 -0.6 -1.3 0.17
H -1.5975 4.8914 -26.5137 -0.3 0.1 0.1 0.08
H -1.1974 5.2061 -28.1413 -0.1 -0.3 0.0 0.09
H -3.6842 4.5331 -25.9571 -0.2 0.0 0.0 0.04
H -4.7397 3.6745 -27.0806 -0.1 0.0 0.6 0.09
C 0.1689 9.4191 -23.7894 -0.9 0.4 -0.8 -0.70
O 1.1394 10.1807 -23.8259 -0.2 -0.7 0.1 -0.03
N -0.2747 8.6464 -24.8214 1.2 0.5 0.0 0.16
N -0.6884 9.3346 -22.7534 0.3 0.8 2.0 0.17
H -1.0675 8.0590 -24.6423 -0.1 -0.3 -0.6 0.04
H 0.2502 8.7307 -25.6738 -0.4 -0.4 -0.1 0.10
H -0.4478 9.9230 -21.9709 -0.2 -0.1 -0.1 0.10
H -1.5765 8.8604 -22.6975 0.0 -0.2 -0.5 0.10
```
Forces are in eV/Å.

Results
multiplicity	1
molar mass	580.6	g mol⁻¹
LUMO	4.10	eV
strongest force on any atom	3.029	eV/Å
charge	-2
frontier orbital gap	0.21944	Eh
HOMO level	-1.87	eV



# 4
An isolated molecule of C5H11NO2. Source: the OMol25 dataset; level of theory: ωB97M-V/def2-TZVPD.

Geometry as XYZ:
```
19
Properties=species:S:1:pos:R:3:forces:R:3:lowdin_charge:R:1
C 2.1475 -0.1323 0.0910 -2.6 0.0 -0.2 -0.62
N 0.6993 0.0033 0.5967 2.4 0.1 1.5 0.22
C 1.8526 -0.9253 -1.2533 -0.5 -0.3 0.5 0.01
C -1.4541 -1.0236 0.9010 0.3 0.5 -0.2 -0.03
C -0.6034 0.0067 0.1285 -0.5 0.1 -1.4 -0.44
C -1.1636 1.4222 0.4096 0.0 1.6 1.7 -0.23
O -2.4078 1.7200 -0.1763 0.4 -0.3 -0.5 -0.03
O 2.9864 -0.6589 0.8386 0.4 -0.4 0.5 -0.01
H 2.3729 0.9646 -0.0653 -0.6 0.2 -0.5 0.19
H 1.3082 -1.8191 -0.9403 0.5 -0.3 0.0 0.08
H 1.1035 -0.3903 -1.8329 0.6 0.3 -0.4 0.07
H 2.7983 -1.1865 -1.7088 -0.1 0.2 -0.3 0.08
H -2.4789 -1.0460 0.5301 0.1 0.0 -0.2 0.08
H -0.9779 -1.9900 0.7582 -0.2 -0.2 0.4 0.08
H -1.4819 -0.6734 1.9308 0.1 -0.5 0.2 0.08
H -0.7097 -0.1906 -0.9596 0.0 0.3 0.1 0.13
H -0.4528 2.2497 0.3087 0.3 -0.3 -1.1 0.12
H -1.3174 1.5706 1.4846 -0.2 -0.9 0.1 0.13
H -2.2214 2.0988 -1.0414 -0.3 -0.1 -0.1 0.09
```
Forces are in eV/Å.

Results
multiplicity	1
molar mass	117.1	g mol⁻¹
LUMO	-2.38	eV
strongest force on any atom	2.795	eV/Å
ΔE to the lowest compared entry with this formula, charge and spin	158.21	kcal per mole
frontier orbital gap	0.23970	Eh
HOMO level	-8.90	eV



The highest multiplicity belongs to which entry? C38H52CuN3OP2